(1)
Computed, not measured: an isolated molecule of C4H12N2 at a distorted geometry, with wB97M-V/def2-TZVPD.

Properties
- E_LUMO: 1.121 eV
- ΔE to the lowest compared entry with this formula, charge and spin: 1.022 eV
- Orbital gap: 0.372 Eh
- Structure (SMILES): NCCCCN

Geometry as XYZ:
```
18
Properties=species:S:1:pos:R:3:forces:R:3
C 1.3226 -0.1293 1.3922 -0.6 0.0 0.3
C 0.9858 0.5372 0.0832 -0.4 1.3 -1.8
C 0.2590 -0.3500 -0.9692 1.1 -0.1 0.4
C -1.0083 0.2058 -1.5955 -1.0 0.8 0.5
N -2.2693 -0.4803 -1.3128 -0.1 0.0 -0.3
N 0.4439 0.1068 2.5293 0.6 -0.2 0.3
H 1.2754 -1.2066 1.2129 0.6 -0.1 0.0
H 2.3236 0.1955 1.6691 0.1 -0.4 0.3
H 0.4101 1.4738 0.1407 -0.2 -0.3 0.8
H 1.8916 0.9533 -0.3695 0.3 -0.4 0.0
H 0.1787 -1.3186 -0.4885 -1.0 -0.3 0.1
H 0.9561 -0.6013 -1.7518 0.4 0.2 -0.5
H -1.1953 1.2218 -1.2153 0.3 -0.1 0.2
H -0.9267 0.4226 -2.6626 0.1 -0.6 -0.1
H -2.4193 -0.5612 -0.3173 0.0 -0.1 0.0
H -2.3568 -1.3977 -1.7268 0.2 0.0 0.0
H 0.6670 0.9574 3.0186 -0.4 0.1 -0.1
H -0.5379 -0.0290 2.3634 -0.1 0.2 -0.1
```
Positions in Å, forces in eV/Å.

Quick look at the Löwdin charges, all values in e:
1. C -0.298
2. C -0.214
3. C -0.200
4. C -0.292
5. N -0.019
6. N -0.009
7. H 0.100
8. H 0.108
9. H 0.102
10. H 0.099
11. H 0.092
12. H 0.093
13. H 0.100
14. H 0.106
15. H 0.057
16. H 0.058
17. H 0.058
18. H 0.057

---

(2)
Computed, not measured: an isolated molecule of C4H12N2 at a distorted geometry, with wB97M-V/def2-TZVPD.

Properties
- E_LUMO: 1.158 eV
- ΔE to the lowest compared entry with this formula, charge and spin: 2.012 eV
- Orbital gap: 0.344 Eh
- Structure (SMILES): CNCCNC

Geometry as XYZ:
```
18
Properties=species:S:1:pos:R:3:forces:R:3
C -1.2156 2.1444 -1.2684 1.4 0.0 0.8
N 0.0705 1.4091 -1.1079 -1.2 -0.2 0.2
C -0.1537 -0.0534 -1.1877 -0.6 -0.3 -1.2
C 0.6059 -0.9229 -0.2301 0.9 -1.7 0.4
N 0.0029 -0.9662 1.0676 0.9 -1.3 2.2
C 0.8793 -1.6883 2.2017 -0.9 3.5 -1.3
H -1.0533 2.9427 -1.9312 0.1 1.3 -0.9
H -1.5631 2.5573 -0.3409 -0.2 0.3 0.7
H -2.0468 1.6039 -1.6492 -0.3 -1.1 -0.5
H 0.5373 1.7592 -0.2720 -0.2 -0.6 -0.1
H -1.2419 -0.2770 -1.0987 0.6 0.1 0.1
H 0.1306 -0.3212 -2.2224 -0.2 -0.2 0.4
H 0.7226 -2.0492 -0.4386 -0.5 1.6 -0.9
H 1.6447 -0.5892 -0.2630 0.4 0.4 0.3
H -0.5353 -0.1426 1.3266 0.7 -0.2 0.3
H 0.1926 -2.2460 2.8058 -0.1 -0.6 0.2
H 1.6858 -2.2864 1.7495 -0.6 0.2 0.1
H 1.3375 -0.8742 2.8591 -0.3 -1.2 -0.8
```
Positions in Å, forces in eV/Å.

Quick look at the Löwdin charges, all values in e:
1. C -0.126
2. N -0.109
3. C -0.257
4. C -0.319
5. N -0.134
6. C -0.058
7. H 0.049
8. H 0.065
9. H 0.060
10. H 0.097
11. H 0.111
12. H 0.113
13. H 0.134
14. H 0.101
15. H 0.090
16. H 0.041
17. H 0.066
18. H 0.078

---

(3)
Computed, not measured: a cluster of 2 separate species, C4H12N2O in total at a distorted geometry, with wB97M-V/def2-TZVPD.

Properties
- 2S+1: 2
- E_LUMO (spin up / spin down): 4.056 / 3.954 eV
- Expectation value of S²: 0.75
- Charge: -1
- ΔE to the lowest compared entry with this formula, charge and spin: 1.712 eV
- Orbital gap (spin up / spin down): 0.136 / 0.242 Eh

Geometry as XYZ:
```
19
Properties=species:S:1:pos:R:3:forces:R:3
C 1.4996 -1.0459 -1.6015 -2.1 -0.5 0.6
C 1.7925 0.1312 -0.6961 2.1 1.4 1.2
C 0.8213 1.2961 -0.9180 -0.6 -0.8 0.1
N -0.4450 0.9878 -0.2854 -0.9 0.1 -1.8
C -0.6307 1.1394 1.0985 3.6 3.0 0.2
N -1.3735 0.3838 1.8359 -2.7 -1.8 1.0
H 2.2138 -1.8492 -1.7135 0.7 0.3 -0.1
H 0.5798 -1.5881 -1.3063 0.3 0.3 0.5
H 1.1327 -0.6593 -2.5447 0.6 0.1 -0.8
H 2.8273 0.5319 -0.9520 -0.8 -0.5 0.4
H 1.7540 -0.0072 0.4175 0.2 -0.6 -1.0
H 1.0826 2.2867 -0.4719 0.5 -0.8 -0.5
H 0.8175 1.3239 -2.0288 -0.8 0.8 0.4
H -1.0320 0.2506 -0.6456 0.3 -0.1 -0.3
H 0.2511 1.7942 1.4866 -1.0 -0.8 -0.2
H -0.9904 -0.4219 2.3295 0.8 0.2 0.5
H -2.2242 -2.4789 1.3072 0.5 0.0 -0.8
H -1.6699 -1.1385 0.9758 0.3 0.5 -0.3
O -1.6343 -2.0815 0.6295 -0.9 -0.6 0.8
```
Positions in Å, forces in eV/Å.

Quick look at the Löwdin charges, all values in e:
1. C -0.136
2. C -0.288
3. C -0.289
4. N -0.097
5. C -0.534
6. N -0.141
7. H 0.053
8. H 0.066
9. H 0.053
10. H 0.100
11. H 0.107
12. H 0.099
13. H 0.094
14. H 0.088
15. H 0.072
16. H -0.037
17. H 0.016
18. H -0.047
19. O -0.179

---

(4)
Computed, not measured: the ion C4H12N2O with charge -1 at a distorted geometry, with wB97M-V/def2-TZVPD.

Properties
- 2S+1: 2
- E_LUMO (spin up / spin down): 3.496 / 3.496 eV
- Expectation value of S²: 0.75
- Charge: -1
- ΔE to the lowest compared entry with this formula, charge and spin: 1.531 eV
- Orbital gap (spin up / spin down): 0.079 / 0.313 Eh

Geometry as XYZ:
```
19
Properties=species:S:1:pos:R:3:forces:R:3
N 2.6262 0.4369 0.0780 -0.2 0.4 -0.1
C 1.8957 -0.3265 -0.9682 0.8 -0.4 1.1
C 0.7868 -1.1570 -0.3753 -1.8 0.1 0.3
N -0.0425 -0.3274 0.5491 1.0 -1.4 0.0
C -1.3447 -0.0334 0.0274 -0.2 0.5 0.4
C -2.0712 1.0316 0.8716 0.4 -0.3 -1.2
O -3.4707 1.1155 0.5501 0.4 -0.1 -0.1
H 3.0940 -0.1611 0.7571 -0.3 -0.5 -0.2
H 3.4215 0.9088 -0.3537 -0.2 0.2 -0.2
H 2.6239 -0.9211 -1.5098 -0.1 -0.4 -0.5
H 1.3687 0.3228 -1.6720 0.5 0.4 0.1
H 0.1321 -1.4071 -1.2311 0.2 -0.2 0.1
H 0.9616 -2.1007 0.1499 0.9 0.1 -0.3
H 0.6145 0.3626 0.8944 -0.9 0.8 -0.1
H -1.2564 0.2192 -1.0457 -0.5 0.4 0.2
H -1.9844 -0.9206 0.0640 0.2 -0.4 0.0
H -2.0107 0.7868 1.9329 0.6 0.2 0.0
H -1.5543 1.9540 0.5756 -0.6 0.2 0.7
H -3.7900 0.2167 0.7058 -0.2 0.2 -0.1
```
Positions in Å, forces in eV/Å.

Quick look at the Löwdin charges, all values in e:
1. N -0.090
2. C -0.523
3. C -0.327
4. N -0.097
5. C -0.315
6. C -0.289
7. O -0.109
8. H 0.001
9. H -0.030
10. H 0.017
11. H 0.056
12. H 0.078
13. H 0.080
14. H 0.073
15. H 0.099
16. H 0.098
17. H 0.106
18. H 0.108
19. H 0.064

---

(5)
Computed, not measured: a cluster of 2 separate species, C4H12N2O in total at a distorted geometry, with wB97M-V/def2-TZVPD.

Properties
- E_LUMO: 0.825 eV
- ΔE to the lowest compared entry with this formula, charge and spin: 1.495 eV
- Orbital gap: 0.297 Eh
- Structure (SMILES): CC/C(N)=C/N.O

Geometry as XYZ:
```
19
Properties=species:S:1:pos:R:3:forces:R:3
C -1.0156 0.8017 -1.7500 0.0 0.2 -0.7
C -1.0163 -0.6180 -1.2054 0.3 -0.7 -0.1
C -0.2183 -0.8122 0.0503 -0.1 0.0 0.6
C -0.8246 -1.0729 1.2182 0.1 0.1 0.0
N -0.2919 -0.8313 2.4860 0.5 -0.7 0.6
N 1.1780 -0.4950 0.0560 -0.7 0.9 -0.1
H -1.4954 0.7652 -2.7326 0.1 0.1 0.0
H -0.0072 1.1838 -1.8897 0.0 0.0 0.0
H -1.5670 1.5534 -1.1896 0.0 -0.2 0.5
H -0.6307 -1.2624 -2.0078 -0.1 0.0 0.0
H -2.0461 -0.9162 -1.0064 0.1 -0.2 0.0
H -1.7066 -1.7001 1.2527 -0.5 0.8 -0.2
H -0.9646 -0.6834 3.2165 -0.1 -0.1 0.0
H 0.5116 -0.2399 2.6175 -0.1 0.2 -0.4
H 1.6056 -0.8367 0.9025 0.3 -0.3 -0.2
H 1.6478 -0.8132 -0.7783 0.1 -0.1 0.1
H 2.1944 2.7281 0.0405 0.0 0.3 -0.3
H 1.5810 1.4082 -0.2726 -0.3 0.1 -0.4
O 1.6509 2.3156 -0.6429 0.4 -0.3 0.7
```
Positions in Å, forces in eV/Å.

Quick look at the Löwdin charges, all values in e:
1. C -0.102
2. C -0.223
3. C -0.345
4. C -0.183
5. N 0.031
6. N 0.067
7. H 0.071
8. H 0.047
9. H 0.078
10. H 0.106
11. H 0.106
12. H 0.113
13. H 0.073
14. H 0.067
15. H 0.078
16. H 0.100
17. H 0.029
18. H -0.015
19. O -0.099

---

(6)
Computed, not measured: a cluster of 2 separate species, C4H12N2O in total at a distorted geometry, with wB97M-V/def2-TZVPD.

Properties
- E_LUMO: 0.783 eV
- ΔE to the lowest compared entry with this formula, charge and spin: 2.201 eV
- Orbital gap: 0.319 Eh
- Structure (SMILES): CC/C(N)=C/N.O

Geometry as XYZ:
```
19
Properties=species:S:1:pos:R:3:forces:R:3
C -1.8228 0.9039 -1.3752 -0.2 0.2 -0.8
C -0.6058 -0.0059 -1.7731 0.6 -0.2 0.6
C 0.5475 0.0688 -0.8088 0.4 1.3 -0.1
C 0.6584 -0.8343 0.1365 0.4 -1.3 1.2
N 1.7176 -0.8809 1.1261 -2.2 -3.7 -0.7
N 1.5044 1.0857 -0.9862 -0.3 0.8 -0.8
H -1.6335 2.0451 -1.6224 -0.4 -2.3 0.6
H -1.9777 0.7461 -0.2411 0.0 0.4 -1.9
H -2.7370 0.5289 -2.0012 1.5 1.0 1.4
H -0.1133 0.0859 -2.7503 -0.8 0.6 -0.2
H -0.8268 -1.0823 -1.7116 -0.8 0.4 -0.2
H -0.1252 -1.5877 0.1850 0.4 -0.1 0.2
H 2.3364 -1.6989 0.9221 -0.5 1.3 0.4
H 2.1778 -0.0525 1.0701 2.1 2.6 0.1
H 1.1514 2.0096 -1.2273 0.0 -0.5 0.0
H 2.3185 1.1706 -0.4022 -0.2 -0.3 0.2
H -0.1498 -0.6010 3.4462 -2.1 -0.3 2.4
H -1.5698 -1.2135 3.7913 0.9 0.7 0.6
O -0.8504 -0.6878 4.2224 1.3 -0.4 -3.0
```
Positions in Å, forces in eV/Å.

Quick look at the Löwdin charges, all values in e:
1. C -0.105
2. C -0.235
3. C -0.410
4. C -0.183
5. N 0.035
6. N 0.088
7. H 0.092
8. H 0.089
9. H 0.086
10. H 0.111
11. H 0.097
12. H 0.105
13. H 0.101
14. H -0.005
15. H 0.091
16. H 0.067
17. H 0.076
18. H 0.037
19. O -0.137